No. 1
{"formula": "C27H35N3O3S2", "method": "the ωB97M-V functional and the def2-TZVPD basis", "homo_lumo_gap_ev": 7.56, "total_charge": 0, "elements": ["S", "S", "O", "O", "O", "N", "N", "N", "C", "C", "C", "C", "C", "C", "C", "C", "C", "C", "C", "C", "C", "C", "C", "C", "C", "C", "C", "C", "C", "C", "C", "C", "C", "C", "C", "H", "H", "H", "H", "H", "H", "H", "H", "H", "H", "H", "H", "H", "H", "H", "H", "H", "H", "H", "H", "H", "H", "H", "H", "H", "H", "H", "H", "H", "H", "H", "H", "H", "H", "H"], "coordinates": [[-3.003, 1.992, 0.980], [0.088, 1.499, 1.653], [-6.652, -0.158, -0.649], [-4.494, 4.020, 0.748], [-5.426, -2.029, -0.572], [1.716, -0.845, 2.029], [-5.543, 2.144, 0.106], [5.492, -0.058, -0.003], [0.693, -1.583, 2.108], [2.467, 2.843, -1.260], [-1.670, -2.264, 1.556], [0.930, 0.573, -0.833], [1.648, 0.720, -2.007], [2.959, -1.301, 2.557], [1.760, 2.702, -0.082], [-2.702, -1.993, 0.461], [5.885, -1.686, -1.793], [-5.499, 3.493, 0.322], [5.874, 2.421, -0.300], [-2.323, 0.386, 1.009], [6.441, 1.032, 0.020], [-6.142, -4.202, -1.253], [-3.185, -0.579, 0.554], [4.420, 0.039, 0.968], [-0.982, 0.097, 1.416], [5.078, -0.473, -1.332], [-5.600, -0.721, -0.380], [0.986, 1.566, 0.133], [-6.780, 4.207, -0.013], [-4.437, -0.036, 0.165], [4.030, -1.355, 1.464], [-0.614, -1.187, 1.648], [-6.537, -2.744, -1.113], [2.414, 1.852, -2.228], [-4.467, 1.344, 0.364], [3.267, -0.577, 3.320], [7.232, 0.792, -0.696], [6.893, 1.054, 1.017], [0.334, -0.312, -0.671], [0.739, -2.593, 2.554], [-6.360, 1.646, -0.255], [-7.593, 3.809, 0.589], [-2.181, -2.313, 2.525], [2.865, -2.295, 3.033], [-3.532, -2.691, 0.548], [2.965, 1.961, -3.150], [4.015, -0.729, -1.317], [5.566, -2.000, -2.785], [1.793, 3.468, 0.677], [-6.666, 5.268, 0.187], [-7.396, -2.624, -0.443], [-1.198, -3.233, 1.382], [6.668, 3.163, -0.260], [3.058, 3.732, -1.424], [5.748, -2.510, -1.099], [-2.250, -2.139, -0.527], [-7.023, 4.059, -1.062], [6.944, -1.444, -1.829], [3.527, 0.544, 0.573], [-6.968, -4.764, -1.677], [-5.277, -4.293, -1.904], [-5.891, -4.619, -0.281], [4.918, -1.848, 1.861], [-6.801, -2.307, -2.083], [5.434, 2.438, -1.294], [1.602, -0.056, -2.757], [5.104, 2.693, 0.418], [4.785, 0.617, 1.820], [3.654, -1.952, 0.631], [5.202, 0.339, -2.061]], "nbo_charge": [0.56, 0.32, -0.66, -0.59, -0.51, -0.39, -0.63, -0.47, 0.09, -0.19, -0.41, -0.19, -0.22, -0.24, -0.24, -0.43, -0.60, 0.69, -0.64, -0.30, -0.20, -0.62, 0.02, -0.22, -0.14, -0.21, 0.79, -0.15, -0.71, -0.24, -0.40, -0.06, -0.07, -0.24, 0.06, 0.20, 0.19, 0.19, 0.21, 0.14, 0.46, 0.23, 0.21, 0.16, 0.24, 0.21, 0.20, 0.20, 0.22, 0.24, 0.19, 0.22, 0.21, 0.21, 0.20, 0.21, 0.23, 0.20, 0.19, 0.22, 0.21, 0.21, 0.21, 0.19, 0.20, 0.21, 0.21, 0.19, 0.20, 0.18]}



No. 2
{"formula": "C40H39BrN7O4ReS3", "method": "the ωB97M-V functional and the def2-TZVPD basis", "spin_multiplicity": 2, "s_squared": 0.77, "homo_lumo_gap_ev": [4.14, 4.63], "total_charge": 3, "elements": ["Re", "Br", "S", "S", "S", "O", "O", "O", "O", "N", "N", "N", "N", "N", "N", "N", "C", "C", "C", "C", "C", "C", "C", "C", "C", "C", "C", "C", "C", "C", "C", "C", "C", "C", "C", "C", "C", "C", "C", "C", "C", "C", "C", "C", "C", "C", "C", "C", "C", "C", "C", "C", "C", "C", "C", "C", "H", "H", "H", "H", "H", "H", "H", "H", "H", "H", "H", "H", "H", "H", "H", "H", "H", "H", "H", "H", "H", "H", "H", "H", "H", "H", "H", "H", "H", "H", "H", "H", "H", "H", "H", "H", "H", "H", "H"], "coordinates": [[-0.848, 0.244, 0.342], [-3.492, -1.118, -0.203], [2.235, 0.339, -3.126], [-0.619, -3.336, -2.534], [-0.587, 2.904, -3.416], [2.596, 1.004, 4.294], [-3.401, -4.116, 3.958], [-2.831, 3.994, 5.862], [-3.954, 1.141, 1.379], [-1.324, 2.822, 3.693], [3.813, 1.896, -1.602], [-0.532, -1.282, -1.102], [0.362, 1.414, 3.184], [-1.313, 1.801, 1.565], [-0.484, 1.330, -1.453], [-1.624, -1.128, 1.792], [-0.308, -2.590, -1.051], [3.521, -0.176, 2.386], [-4.579, 3.336, 0.563], [-0.699, 3.669, 4.697], [-3.643, 2.405, 1.008], [0.173, -3.339, 0.148], [0.654, 4.026, 4.618], [3.592, 2.636, -3.813], [4.646, 2.938, -1.292], [-0.965, 0.593, -2.549], [-4.203, 4.653, 0.350], [3.293, -0.631, 1.077], [2.079, -0.428, 0.459], [-2.798, -3.141, 3.318], [-1.140, 1.313, -3.665], [-1.604, -2.531, 3.731], [2.522, 0.501, 3.053], [0.373, 5.561, 6.426], [-1.506, 4.247, 5.667], [-0.751, 2.031, 2.807], [4.409, 3.692, -3.522], [-3.437, 2.738, 5.556], [1.033, 0.231, 1.138], [-0.958, 5.211, 6.506], [-0.937, -0.855, -2.373], [1.288, 0.715, 2.418], [-3.408, -2.700, 2.137], [-2.901, 5.069, 0.615], [4.956, 3.860, -2.227], [1.192, 4.956, 5.479], [-1.046, -1.847, -3.266], [-1.058, -1.552, 2.953], [0.661, 3.522, -1.015], [-2.781, -1.722, 1.436], [-0.147, 2.563, -1.815], [-1.970, 4.138, 1.026], [3.249, 1.668, -2.828], [3.807, 0.777, 5.050], [-5.350, 0.798, 1.490], [-2.308, 2.791, 1.159], [4.083, -1.159, 0.550], [1.629, 3.655, -1.510], [-0.130, -1.077, 3.235], [-5.882, 1.526, 2.101], [5.031, 2.963, -0.280], [-5.386, -0.170, 1.978], [0.669, 1.598, 4.136], [-1.621, 5.664, 7.236], [-1.107, -2.828, 4.649], [-4.947, 5.367, 0.008], [3.642, 1.228, 6.017], [3.600, 1.218, -0.897], [-1.314, -1.786, -4.317], [-0.612, -3.988, 0.548], [-4.339, -3.141, 1.802], [5.620, 4.681, -1.992], [-3.860, 2.737, 4.545], [3.194, 2.493, -4.806], [-2.942, -4.392, 4.763], [4.654, 1.254, 4.563], [1.926, -0.786, -0.553], [1.014, -3.978, -0.120], [-0.963, 4.452, 1.275], [-4.251, 2.611, 6.258], [-5.820, 0.729, 0.510], [0.836, 3.127, -0.017], [-2.259, 3.090, 3.444], [0.186, 4.499, -0.959], [0.498, -2.646, 0.915], [-2.736, 1.910, 5.677], [-5.609, 3.042, 0.403], [3.989, -0.289, 5.168], [1.288, 3.610, 3.842], [0.779, 6.301, 7.105], [4.655, 4.410, -4.297], [-2.624, 6.114, 0.517], [-1.526, 0.989, -4.627], [2.237, 5.235, 5.392], [4.477, -0.361, 2.865]], "mulliken_spin": [0.82, 0.01, 0.00, 0.00, 0.01, -0.01, 0.00, 0.00, 0.00, 0.01, 0.00, -0.05, -0.02, -0.08, 0.00, -0.01, -0.01, 0.06, 0.00, 0.00, 0.01, 0.01, 0.00, 0.00, 0.00, 0.01, -0.01, -0.04, 0.11, 0.01, -0.01, 0.00, -0.04, 0.00, 0.00, 0.05, 0.00, 0.00, 0.02, 0.00, 0.01, -0.02, -0.01, 0.00, 0.00, 0.00, 0.00, 0.02, 0.00, 0.03, 0.04, 0.01, 0.00, 0.00, 0.00, 0.00, 0.00, 0.00, 0.01, 0.00, 0.00, 0.00, 0.00, 0.00, 0.00, 0.00, 0.00, 0.00, 0.00, 0.00, 0.00, 0.00, 0.00, 0.00, 0.00, 0.00, 0.01, 0.00, 0.00, 0.00, 0.00, 0.00, 0.00, 0.00, 0.00, 0.00, 0.00, 0.00, 0.00, 0.00, 0.00, 0.00, 0.00, 0.00, 0.00]}



No. 3
{"formula": "C46H58CeN4", "method": "the ωB97M-V functional and the def2-TZVPD basis", "homo_lumo_gap_ev": [5.34, 5.34], "total_charge": 2, "elements": ["Ce", "N", "N", "N", "N", "C", "C", "C", "C", "C", "C", "C", "C", "C", "C", "C", "C", "C", "C", "C", "C", "C", "C", "C", "C", "C", "C", "C", "C", "C", "C", "C", "C", "C", "C", "C", "C", "C", "C", "C", "C", "C", "C", "C", "C", "C", "C", "C", "C", "C", "C", "H", "H", "H", "H", "H", "H", "H", "H", "H", "H", "H", "H", "H", "H", "H", "H", "H", "H", "H", "H", "H", "H", "H", "H", "H", "H", "H", "H", "H", "H", "H", "H", "H", "H", "H", "H", "H", "H", "H", "H", "H", "H", "H", "H", "H", "H", "H", "H", "H", "H", "H", "H", "H", "H", "H", "H", "H", "H"], "coordinates": [[0.135, -0.320, 0.354], [1.570, 1.081, 1.362], [-0.555, -0.818, -1.724], [-0.985, 1.552, 0.000], [2.042, -1.264, -0.396], [3.616, -0.276, 1.229], [-2.988, 2.637, -0.229], [-2.295, 3.256, 0.785], [-2.579, -1.593, 1.155], [-0.076, 0.072, 4.318], [4.168, -2.112, -0.409], [-0.022, 2.888, 1.827], [0.028, -2.483, -5.810], [4.659, 1.820, 3.316], [3.295, 1.751, 2.705], [5.655, 2.541, 2.401], [-4.323, 3.016, -0.792], [2.142, -2.196, -1.417], [3.467, -2.745, -1.408], [2.861, 0.768, 1.750], [-1.407, -2.231, 1.582], [-2.168, 1.566, -0.721], [-2.710, 4.461, 1.572], [-2.480, 0.705, -1.767], [-3.509, -2.277, 0.164], [-2.061, 0.184, 2.745], [-1.028, -2.073, -3.572], [-1.039, 2.575, 0.929], [-0.856, -3.048, -4.692], [5.681, -3.339, 1.164], [3.989, -3.756, -2.378], [3.282, -1.176, 0.218], [4.475, -3.118, -3.684], [-1.740, -0.363, -2.270], [-3.850, -3.692, 0.650], [1.622, 3.596, 5.100], [5.588, -2.356, -0.008], [-0.594, -1.685, 2.578], [-2.039, -1.151, -3.428], [-4.788, -1.490, -0.087], [-3.233, -0.986, -4.315], [1.141, -2.484, -2.341], [1.197, 2.244, 2.010], [-4.220, 3.873, -2.059], [-2.124, 5.766, 1.019], [-0.905, -0.465, 3.187], [-2.876, -0.365, 1.759], [2.264, 3.871, 3.737], [-4.412, -1.861, -3.881], [-0.086, -1.851, -2.514], [2.276, 2.661, 2.856], [-0.433, -3.982, -4.315], [-5.378, -1.391, 0.828], [5.018, 0.815, 3.547], [1.376, -3.259, -3.060], [2.122, 2.772, 5.612], [6.144, -2.740, -0.864], [-2.469, 5.956, 0.003], [-2.963, -2.366, -0.783], [-0.246, -0.525, 5.216], [4.592, 2.336, 4.275], [-4.901, 2.113, -1.005], [-5.409, -2.019, -0.808], [5.247, -4.304, 0.901], [-4.334, -3.657, 1.629], [6.643, 2.568, 2.857], [0.272, -2.243, 2.922], [-3.782, 0.158, 1.488], [-2.413, 4.339, 2.618], [-2.948, -1.222, -5.341], [-2.356, 1.115, 3.215], [-3.417, 0.906, -2.271], [-0.335, 1.104, 4.544], [-3.799, 4.521, 1.581], [6.069, -1.411, 0.250], [-0.417, -1.587, -6.246], [0.158, -3.215, -6.605], [6.719, -3.502, 1.453], [0.567, 3.332, 4.993], [1.680, 4.475, 5.740], [-5.232, -1.788, -4.594], [-2.976, -4.338, 0.728], [-4.789, -1.548, -2.905], [5.341, 3.568, 2.213], [-4.599, -0.489, -0.481], [5.738, 2.041, 1.434], [-2.424, 6.611, 1.638], [-3.705, 4.813, -1.860], [-4.540, -4.166, -0.047], [-0.194, 3.762, 2.443], [-1.838, -3.308, -5.090], [-5.213, 4.108, -2.440], [0.991, 0.028, 4.093], [4.841, -3.880, -4.371], [-1.147, -3.199, 1.168], [3.671, -2.570, -4.180], [-3.667, 3.359, -2.849], [3.215, -4.498, -2.587], [-4.888, 3.555, -0.031], [4.805, -4.309, -1.912], [1.736, 4.686, 3.237], [-4.121, -2.910, -3.807], [3.286, 4.226, 3.870], [-1.033, 5.735, 0.994], [-3.537, 0.063, -4.332], [4.622, -0.365, 1.620], [5.287, -2.413, -3.498], [1.016, -2.208, -5.435], [5.142, -2.963, 2.036]], "mulliken_charge": [-0.82, -0.11, -0.14, -0.11, -0.16, -0.31, 0.88, 1.04, 1.15, -1.57, 0.75, -0.42, -1.07, -1.43, 1.12, -1.15, -1.27, -0.28, 1.08, -0.03, -0.91, 0.22, -1.41, -0.65, 1.40, -1.12, 1.22, 0.07, -1.32, -1.16, -1.25, -0.32, -1.04, -0.61, -1.55, -1.05, -1.25, -1.13, 1.16, -1.75, -1.30, -0.34, -0.55, -1.12, -1.13, 1.15, 0.02, -1.34, -0.93, -0.16, 1.06, 0.51, 0.44, 0.49, 0.53, 0.31, 0.42, 0.26, -0.44, 0.49, 0.48, 0.18, 0.48, 0.34, 0.42, 0.41, 0.60, 0.68, 0.37, 0.38, 0.58, 0.58, 0.28, 0.47, 0.49, 0.33, 0.42, 0.43, 0.16, 0.46, 0.50, 0.36, -0.02, 0.33, 0.20, 0.30, 0.43, 0.26, 0.46, 0.52, 0.44, 0.44, 0.29, 0.40, 0.32, 0.20, 0.27, 0.51, 0.50, 0.42, 0.51, 0.31, 0.41, 0.29, 0.45, 0.49, 0.33, 0.20, 0.28]}



No. 4
{"formula": "C4H7N3", "method": "the ωB97M-V functional and the def2-TZVPD basis", "homo_lumo_gap_ev": 9.85, "total_charge": 0, "elements": ["N", "N", "N", "C", "C", "C", "C", "H", "H", "H", "H", "H", "H", "H"], "coordinates": [[0.314, 0.430, -0.240], [1.660, -1.188, 0.824], [3.540, 1.163, -0.937], [-0.895, -0.334, -0.252], [1.523, -0.154, 0.090], [2.645, 0.590, -0.482], [-2.242, 0.285, 0.006], [-2.332, 1.165, -0.630], [-2.924, -0.481, -0.381], [2.642, -1.428, 0.959], [-2.522, 0.495, 1.042], [0.269, 0.869, -1.148], [-0.731, -1.150, 0.518], [-1.005, -0.236, -1.620]], "nbo_charge": [-0.60, -0.65, -0.27, -0.18, 0.34, 0.20, -0.62, 0.20, 0.22, 0.36, 0.21, 0.39, 0.25, 0.13]}



No. 5
{"formula": "C8H10N2", "method": "the ωB97M-V functional and the def2-TZVPD basis", "homo_lumo_gap_ev": 9.49, "total_charge": 0, "elements": ["N", "N", "C", "C", "C", "C", "C", "C", "C", "C", "H", "H", "H", "H", "H", "H", "H", "H", "H", "H"], "coordinates": [[-2.609, 1.191, -0.549], [-3.447, 0.172, -0.300], [-1.468, 0.712, -0.233], [0.661, 1.244, 0.270], [-2.828, -0.996, -0.016], [-0.185, -1.225, 0.503], [1.553, 0.353, -0.512], [-1.484, -0.622, 0.137], [3.108, 0.710, -0.457], [0.922, -0.191, 0.694], [-4.443, 0.279, -0.494], [1.335, -0.098, -1.512], [0.188, -2.078, -0.109], [3.542, -0.020, 0.203], [-0.486, -1.712, 1.507], [3.429, 0.678, -1.432], [-3.494, -1.866, 0.034], [1.129, 2.139, 0.674], [3.096, 1.786, 0.009], [1.479, -0.452, 1.582]], "nbo_charge": [-0.33, -0.33, 0.25, -0.12, -0.06, -0.40, -0.27, -0.22, -0.59, -0.27, 0.40, 0.22, 0.22, 0.21, 0.21, 0.21, 0.22, 0.22, 0.20, 0.22]}



No. 6
{"formula": "C5H6N2", "method": "the ωB97M-V functional and the def2-TZVPD basis", "homo_lumo_gap_ev": 9.40, "total_charge": 0, "elements": ["N", "N", "C", "C", "C", "C", "C", "H", "H", "H", "H", "H", "H"], "coordinates": [[0.264, -0.310, -0.028], [1.570, -0.726, -0.019], [-0.296, 0.944, -0.036], [2.496, 0.148, 0.004], [-1.658, 0.783, 0.005], [-0.741, -1.263, -0.007], [-1.947, -0.608, -0.001], [-2.923, -1.073, 0.023], [-2.382, 1.590, 0.012], [3.507, -0.224, 0.040], [2.306, 1.213, 0.039], [0.299, 1.841, -0.021], [-0.497, -2.314, -0.011]], "nbo_charge": [-0.21, -0.20, -0.10, -0.12, -0.28, -0.04, -0.30, 0.23, 0.22, 0.19, 0.16, 0.21, 0.23]}